[1]
The following is a quantum chemistry calculation of a cluster of 2 separate species, C12H26ClN4O3P in total at a distorted geometry, from the Open Molecules 2025 dataset.

Calculated values
net charge = 0
HOMO = -7.59 eV
LUMO = -1.80 eV
frontier orbital gap = 5.79 eV

Structure (XYZ):
```
47
Properties=species:S:1:pos:R:3:forces:R:3:lowdin_charge:R:1
C 2.424 -2.411 2.762 -0.14 -0.09 -0.61 -0.096
C 3.099 -1.649 1.503 0.76 -1.23 0.89 -0.217
N 2.402 -0.384 1.160 0.60 0.60 -2.11 -0.114
C 1.177 -0.597 0.349 -1.22 -0.66 0.45 -0.155
C 0.049 0.493 0.752 1.93 -0.17 -0.22 -0.128
N -1.024 -0.243 1.507 -2.02 1.85 0.24 0.027
C -2.306 0.428 1.449 0.32 0.24 0.50 -0.389
N -2.575 1.579 2.295 0.92 -2.31 -0.77 -0.345
Cl -3.957 1.370 3.304 -0.04 0.26 -0.13 0.648
N -3.253 0.002 0.630 1.72 0.76 1.64 -0.083
P -3.153 -1.350 -0.533 -0.77 -1.31 -1.95 0.950
C -2.340 -2.880 0.253 1.29 0.83 1.47 -0.305
C -2.050 -0.657 -1.947 0.00 -0.08 -0.06 -0.383
C -0.966 -1.703 -2.469 -0.07 0.83 -0.28 -0.156
C 3.293 0.627 0.604 3.17 1.69 1.93 -0.395
C 3.148 1.324 -0.811 -1.04 -1.68 0.04 0.003
O 4.258 0.984 1.332 -2.57 -1.24 -2.00 0.001
H 3.198 -3.013 3.345 -0.99 0.80 -0.91 0.075
H 1.933 -1.686 3.490 0.72 -0.79 -1.06 0.074
H 1.635 -3.135 2.374 0.89 0.87 0.68 0.061
H 3.120 -2.323 0.573 -0.16 0.68 1.33 0.128
H 4.196 -1.503 1.787 -1.68 0.46 -0.54 0.124
H 0.762 -1.622 0.663 0.51 1.47 -0.46 0.109
H 1.344 -0.663 -0.771 -0.07 0.41 1.27 0.118
H 0.553 1.198 1.496 -0.60 -0.70 -1.16 0.135
H -0.322 1.089 -0.135 0.30 -0.70 0.72 0.081
H -0.713 -0.263 2.491 -0.40 -0.09 -0.54 0.134
H -1.755 1.781 2.879 -0.50 -0.06 -0.21 0.091
H -4.151 0.515 0.668 0.78 -0.37 -0.21 0.111
H -1.235 -2.976 -0.033 -1.69 -0.04 0.28 0.027
H -2.926 -3.832 0.072 0.61 1.40 -0.07 0.043
H -2.325 -2.673 1.384 -0.12 -0.48 -1.54 0.038
H -2.789 -0.456 -2.800 1.04 -0.21 1.33 0.084
H -1.634 0.357 -1.652 -0.21 -1.20 -0.56 0.039
H -1.518 -2.605 -2.882 0.93 0.85 0.65 0.076
H -0.412 -1.205 -3.334 -0.78 -0.65 1.12 0.093
H -0.175 -1.969 -1.692 -1.26 0.16 -1.01 0.043
H 2.053 1.602 -0.952 1.40 0.07 -0.25 0.054
H 3.877 2.164 -0.997 -0.97 -0.96 0.82 0.095
H 3.387 0.514 -1.593 -0.48 1.05 1.03 0.102
C -0.506 4.317 -2.358 0.37 0.33 0.17 -0.043
C -0.770 2.815 -2.362 -0.48 0.65 -0.50 -0.753
O 0.064 2.110 -1.725 -0.20 -0.69 0.23 -0.127
O -1.784 2.454 -2.998 0.42 -0.47 0.52 -0.065
H 0.392 4.562 -1.786 -0.05 -0.03 -0.04 0.059
H -0.372 4.673 -3.382 -0.15 0.00 0.05 0.068
H -1.354 4.841 -1.911 -0.02 -0.02 -0.16 0.065
```
Positions in Å, forces in eV/Å.



[2]
The following is a quantum chemistry calculation of a structure of composition C8H17Br3Cl3O4P at a distorted geometry, from the Open Molecules 2025 dataset.

Calculated values
net charge = 0
HOMO = -8.30 eV
LUMO = 0.44 eV
frontier orbital gap = 8.74 eV

Structure (XYZ):
```
36
Properties=species:S:1:pos:R:3:forces:R:3:lowdin_charge:R:1
C 1.413 -3.080 1.245 1.51 -0.84 1.05 -1.545
Br 0.280 -3.319 2.843 1.56 0.65 0.88 0.552
Br 2.449 -4.661 0.825 -0.03 -0.07 0.32 0.586
Br 2.548 -1.515 1.396 3.06 -2.86 4.24 0.838
H 0.816 -2.916 0.348 0.72 -0.45 1.35 -0.128
C -2.635 0.648 2.273 0.04 -0.59 0.10 -0.048
C -1.224 0.484 1.683 -0.38 0.69 1.70 -0.264
O -1.278 0.081 0.323 1.76 1.55 -1.08 -0.306
P 0.178 -0.137 -0.404 0.52 2.53 -1.37 0.472
O 0.938 -1.342 -0.074 -3.77 2.69 -4.11 -0.583
O -0.182 0.042 -1.987 2.17 1.31 2.56 -0.356
C -1.057 1.077 -2.413 -0.78 -0.89 -1.02 -0.307
C -0.392 1.621 -3.630 0.22 0.99 0.02 -0.067
O 1.073 1.198 -0.017 -1.50 -1.55 -0.35 -0.192
C 2.388 1.197 0.579 1.24 2.80 -0.83 -0.330
C 3.185 2.392 -0.035 0.21 -0.71 -0.34 -0.067
H -3.277 1.154 1.552 -0.07 -0.04 0.12 0.086
H -3.089 -0.283 2.613 -0.04 -0.41 -0.77 0.068
H -2.665 1.168 3.230 0.58 0.64 -0.25 0.080
H -0.716 1.443 1.781 0.18 -0.05 -0.21 0.119
H -0.645 -0.268 2.220 0.05 0.00 0.33 0.103
H -1.942 0.537 -2.749 -0.50 0.18 0.35 0.106
H -1.342 1.777 -1.627 0.34 0.10 -0.09 0.124
H -0.239 0.841 -4.377 -0.01 -0.01 0.14 0.089
H -0.996 2.416 -4.069 0.15 0.11 -0.08 0.084
H 0.572 1.996 -3.289 0.11 0.25 -0.46 0.083
H 2.331 1.513 1.621 -0.52 -0.73 0.22 0.111
H 2.970 0.283 0.465 -0.49 0.75 -0.45 -0.024
H 3.622 2.204 -1.016 -0.49 -0.30 -0.30 0.069
H 2.602 3.310 -0.106 -0.04 -0.08 0.25 0.074
H 4.090 2.552 0.552 -0.20 0.17 0.47 0.073
C -1.973 -2.378 0.150 0.31 -2.02 -0.78 -1.291
Cl -1.395 -1.914 -1.485 -3.01 -2.31 0.37 0.763
Cl -0.992 -3.884 0.459 -3.52 -0.57 -1.64 0.498
Cl -3.736 -2.679 0.317 1.01 0.23 -0.24 0.551
H -1.677 -1.558 0.804 -0.37 -1.16 -0.07 -0.018
```
Positions in Å, forces in eV/Å.



[3]
The following is a quantum chemistry calculation of a structure of composition C20H19N5O3SV at a distorted geometry, from the Open Molecules 2025 dataset.

Calculated values
net charge = 0
HOMO (spin up / spin down) = -5.75 / -7.90 eV
LUMO (spin up / spin down) = -0.37 / -0.56 eV
spin multiplicity = 4
expectation value of S² = 3.780
frontier orbital gap (spin up / spin down) = 5.39 / 7.34 eV
energy above the lowest of the compared OMol25 structures with the same formula, charge and spin = 0.809 eV

Structure (XYZ):
```
49
Properties=species:S:1:pos:R:3:forces:R:3:lowdin_charge:R:1
V 1.567 0.932 -0.786 0.52 0.19 -1.09 0.744
N 4.844 -0.767 1.342 -0.01 0.01 -0.11 0.063
C 3.819 0.036 0.925 0.08 -0.07 0.01 -0.863
S 4.012 0.885 -0.608 0.10 -0.28 0.35 0.605
N 2.785 0.088 1.719 -0.42 0.42 -0.39 0.017
N 1.805 0.927 1.154 0.44 -0.49 0.80 -0.157
C 1.155 1.694 1.943 -0.21 0.33 0.10 -0.045
C 0.380 2.838 1.479 0.08 -0.31 0.36 -0.140
C -0.427 3.507 2.411 -0.03 0.01 0.01 -0.050
C -1.045 4.697 2.104 0.03 -0.01 -0.07 -0.098
C -0.816 5.266 0.846 -0.04 0.07 -0.01 -0.081
C -0.009 4.645 -0.082 -0.15 0.07 0.08 -0.025
C 0.584 3.404 0.197 0.49 -0.36 -0.55 -0.357
O 1.326 2.814 -0.728 -0.46 0.93 0.41 -0.219
H 5.740 -0.633 0.911 0.04 0.04 -0.02 0.072
H 4.828 -1.038 2.311 0.03 0.00 0.01 0.091
H 1.290 1.538 3.012 0.02 0.13 0.03 0.134
H -0.551 3.066 3.394 0.00 0.01 -0.02 0.111
H -1.672 5.196 2.830 0.00 0.00 -0.02 0.097
H -1.273 6.217 0.597 0.01 -0.02 0.01 0.103
H 0.181 5.085 -1.053 0.00 0.01 0.01 0.118
O -4.872 -1.623 -0.537 0.04 0.09 -0.02 -0.056
C -4.639 -0.226 -0.633 0.02 -0.12 0.04 -0.209
C -3.170 0.032 -0.795 -0.14 0.40 -0.10 -0.185
C -2.738 1.309 -1.226 -0.27 -0.20 0.09 -0.009
C -1.407 1.567 -1.305 0.55 -0.17 0.12 -0.091
N -0.449 0.646 -1.004 -0.75 -0.31 0.11 0.000
C -0.860 -0.617 -0.675 -0.32 0.56 -0.23 -0.184
C -2.229 -0.920 -0.534 0.34 -0.20 0.08 0.048
C 0.190 -1.594 -0.648 0.61 -0.34 -0.24 -0.190
C -0.029 -2.974 -0.483 -0.26 0.33 0.16 0.035
C 0.982 -3.873 -0.679 0.36 -0.11 -0.10 -0.191
C 0.733 -5.353 -0.563 0.05 -0.06 -0.05 -0.213
O 0.209 -5.913 -1.765 0.09 0.04 0.10 -0.048
C 2.246 -3.370 -1.055 -0.18 -0.30 0.01 -0.002
C 2.426 -2.027 -1.174 -0.18 0.57 0.10 -0.119
N 1.439 -1.112 -0.955 -0.28 -0.85 0.08 -0.025
H -5.806 -1.766 -0.371 -0.04 -0.02 0.02 0.090
H -4.984 0.285 0.273 -0.01 0.03 0.01 0.133
H -5.174 0.209 -1.482 -0.01 -0.02 -0.04 0.126
H -3.446 2.088 -1.477 -0.01 -0.04 0.02 0.118
H -1.039 2.539 -1.601 0.02 0.00 0.00 0.111
H -2.542 -1.910 -0.239 -0.01 0.02 -0.01 0.111
H -1.015 -3.324 -0.200 0.03 0.00 -0.01 0.119
H 0.072 -5.556 0.285 -0.07 0.00 -0.02 0.120
H 1.672 -5.877 -0.386 0.00 0.00 0.03 0.120
H -0.557 -5.394 -2.027 -0.06 0.03 -0.04 0.083
H 3.078 -4.037 -1.238 -0.04 -0.01 0.01 0.119
H 3.388 -1.602 -1.422 0.03 0.00 -0.01 0.072
```
Positions in Å, forces in eV/Å.



[4]
The following is a quantum chemistry calculation of a structure of composition C43H61BBeF4N5O6 at a distorted geometry, from the Open Molecules 2025 dataset.

Calculated values
net charge = +1
HOMO = -10.91 eV
LUMO = -4.63 eV
frontier orbital gap = 6.28 eV
energy above the lowest of the compared OMol25 structures with the same formula, charge and spin = 0.000 eV

Structure (XYZ):
```
121
Properties=species:S:1:pos:R:3:forces:R:3:lowdin_charge:R:1
Be 0.049 -1.576 2.701 0.20 0.41 -2.01 1.068
B -0.012 -0.134 0.002 -0.11 -0.11 -0.75 -1.386
F 0.139 0.018 -1.361 0.44 -0.07 -0.45 0.136
F -0.770 -1.291 0.239 -0.78 -0.41 0.92 0.107
F 1.181 -0.437 0.683 0.72 0.15 0.81 0.097
F -0.548 1.023 0.492 -0.59 0.50 0.87 0.165
N 1.786 -3.288 1.911 0.85 0.42 -0.54 0.069
C 2.199 -4.377 2.624 -0.70 0.52 -1.23 -0.142
C 3.123 -5.287 2.129 -0.16 0.18 -0.47 -0.059
C 3.809 -5.010 0.949 -0.35 0.33 0.21 -0.032
C 3.489 -3.845 0.251 -0.43 -0.30 0.42 -0.036
C 2.444 -3.054 0.704 -0.56 -0.31 1.80 -0.072
H 1.697 -4.607 3.552 -0.18 0.24 0.08 0.107
H 3.209 -6.264 2.580 0.32 0.16 0.40 0.111
H 4.548 -5.725 0.617 0.07 0.10 -0.27 0.115
H 3.937 -3.539 -0.684 0.24 -0.21 0.07 0.098
H 2.163 -2.196 0.111 -0.33 -0.01 0.33 0.103
N 4.102 0.154 -2.562 0.81 1.92 0.07 0.045
C 3.084 1.040 -2.313 0.55 0.01 -0.56 -0.136
C 3.127 2.418 -2.543 1.13 -0.25 -0.20 -0.066
C 4.308 2.940 -3.055 1.07 -0.51 0.30 -0.085
C 5.402 2.110 -3.315 -0.87 -1.85 0.79 -0.056
C 5.292 0.698 -3.002 -2.16 1.86 -0.32 -0.108
H 2.147 0.675 -1.918 0.11 -0.59 0.03 0.074
H 2.339 3.121 -2.318 -0.39 -0.36 0.16 0.097
H 4.507 4.000 -3.120 -0.47 0.20 -0.33 0.106
H 6.296 2.566 -3.715 0.24 -0.31 0.09 0.093
H 6.127 0.031 -3.153 -0.05 -0.14 0.00 0.090
N -2.523 -1.259 2.769 -1.14 -0.43 1.14 0.077
C -3.363 -0.994 1.727 1.76 -1.09 0.72 -0.078
C -4.614 -0.439 1.893 -0.20 0.30 -0.86 -0.048
C -5.049 -0.079 3.125 0.13 0.24 1.92 -0.047
C -4.259 -0.407 4.251 -0.95 -0.41 -1.34 -0.064
C -3.118 -1.130 4.014 1.60 1.33 -0.59 -0.137
H -3.030 -1.365 0.769 0.23 0.50 -0.15 0.092
H -5.218 -0.212 1.027 0.05 -0.22 -0.17 0.106
H -5.997 0.418 3.274 -0.06 0.11 -0.11 0.116
H -4.562 -0.173 5.261 -0.11 -0.16 0.01 0.111
H -2.582 -1.404 4.911 0.62 -0.34 -0.26 0.105
N -4.213 -2.335 -1.480 0.94 1.20 0.21 0.052
C -3.115 -1.599 -1.901 -3.17 -0.10 -0.16 -0.128
C -3.289 -0.312 -2.403 -0.34 -0.09 -0.11 -0.059
C -4.572 0.293 -2.487 0.90 -1.80 1.05 -0.037
C -5.657 -0.451 -1.968 0.83 0.48 -0.64 -0.074
C -5.434 -1.740 -1.461 1.90 0.18 -0.43 -0.161
H -2.136 -2.055 -1.906 -0.06 -0.25 0.20 0.079
H -2.393 0.147 -2.794 -0.13 0.50 -0.02 0.073
H -4.639 1.297 -2.879 -0.32 -0.05 -0.16 0.097
H -6.648 -0.031 -2.061 -0.17 -0.09 0.31 0.096
H -6.196 -2.338 -0.984 -0.34 0.03 -0.26 0.098
N 1.247 6.324 1.347 0.30 -0.08 0.12 0.053
C 1.521 5.959 2.619 -0.87 -1.10 -0.65 -0.137
C 1.428 4.622 3.074 0.01 0.62 -1.69 -0.062
C 1.058 3.670 2.102 0.09 0.30 0.58 -0.087
C 0.816 4.040 0.788 -0.03 0.54 0.42 -0.067
C 0.929 5.393 0.437 0.50 -1.03 1.10 -0.124
H 1.745 6.763 3.304 0.16 0.10 0.01 0.097
H 1.695 4.358 4.087 -0.10 -0.03 0.08 0.086
H 0.939 2.623 2.339 0.10 -0.19 0.24 0.086
H 0.511 3.275 0.090 0.14 0.09 -0.15 0.070
H 0.839 5.631 -0.613 -0.22 0.64 -0.02 0.099
C -1.947 -4.956 -0.309 0.55 0.33 0.18 0.005
C -1.431 -4.921 1.135 -2.27 2.15 0.39 -0.425
O -1.258 -3.829 1.702 0.64 -1.02 -0.75 -0.036
C -1.481 -6.142 2.001 1.35 0.06 -0.54 -0.013
H -2.883 -5.498 -0.447 0.13 -0.43 0.45 0.091
H -1.189 -5.394 -0.958 0.03 -0.11 -0.06 0.081
H -2.171 -3.957 -0.684 0.34 0.06 0.31 0.049
H -2.481 -6.273 2.414 0.05 -0.06 -0.15 0.100
H -0.756 -5.924 2.785 -0.22 -0.35 0.31 0.071
H -1.137 -7.003 1.427 -0.33 -0.27 0.20 0.088
C 4.340 0.587 3.322 -0.62 -0.22 -0.74 0.014
C 3.330 -0.483 3.659 0.41 -0.17 -0.38 -0.465
O 2.180 -0.431 3.273 -1.19 -0.04 -0.23 0.016
C 3.856 -1.643 4.427 -0.51 -0.37 0.86 -0.012
H 5.057 0.050 2.701 0.48 0.05 0.16 0.100
H 4.834 1.026 4.189 -0.04 -0.13 -0.08 0.097
H 3.901 1.329 2.655 -0.10 0.16 0.35 0.090
H 3.029 -2.241 4.808 -0.08 0.10 0.07 0.079
H 4.393 -1.213 5.273 0.31 -0.35 0.06 0.095
H 4.483 -2.348 3.881 0.27 0.44 -0.24 0.099
C -2.932 4.917 -2.907 -0.53 -0.90 -0.21 -0.016
C -1.586 4.264 -2.631 -0.23 1.39 -0.39 -0.483
O -0.599 4.823 -3.060 0.53 -0.67 0.12 0.047
C -1.531 3.060 -1.715 -0.05 0.77 -0.53 -0.011
H -2.990 5.592 -3.760 0.71 0.04 0.12 0.085
H -3.286 5.458 -2.029 -0.05 -0.16 0.14 0.087
H -3.623 4.110 -3.154 -0.38 0.00 0.30 0.067
H -2.417 2.434 -1.828 0.25 -0.15 0.03 0.071
H -1.539 3.502 -0.719 -0.05 -0.22 0.24 0.083
H -0.583 2.544 -1.870 -0.25 -0.20 0.09 0.069
C 0.631 -1.866 -3.540 0.35 -0.14 0.16 -0.015
C 1.366 -3.074 -2.915 -0.55 1.24 -0.75 -0.455
O 0.780 -3.709 -2.080 0.02 -0.85 0.66 0.057
C 2.834 -3.319 -3.278 -1.44 0.26 0.40 -0.008
H -0.355 -1.695 -3.108 0.13 -0.51 0.14 0.056
H 0.493 -1.922 -4.619 0.39 -0.10 -0.08 0.088
H 1.185 -0.967 -3.274 0.25 -0.02 -0.34 0.047
H 3.163 -4.141 -2.642 0.25 0.04 -0.35 0.065
H 3.320 -2.372 -3.046 0.46 -0.04 -0.09 0.058
H 2.910 -3.527 -4.346 0.21 -0.05 0.07 0.089
C -1.838 2.432 3.928 0.67 0.83 0.34 0.002
C -0.856 1.558 4.644 0.22 -4.13 -2.09 -0.419
O -0.368 0.587 3.989 -0.55 1.33 1.37 -0.044
C -0.550 1.729 6.109 0.36 -0.15 -0.88 0.006
H -1.611 3.444 4.265 -0.46 0.30 -0.10 0.091
H -2.867 2.180 4.182 0.04 -0.05 0.27 0.087
H -1.733 2.396 2.843 0.20 -0.28 0.13 0.089
H 0.149 1.000 6.517 0.13 -0.05 -0.54 0.087
H -1.450 1.610 6.713 -0.13 0.85 -0.06 0.098
H -0.065 2.704 6.071 -0.32 0.36 1.04 0.093
C -0.011 1.320 -4.649 0.77 0.05 0.19 -0.023
C -1.175 1.770 -5.482 -0.42 0.53 0.52 -0.475
O -2.299 1.617 -5.060 -0.39 -0.09 0.05 0.057
C -0.950 2.487 -6.788 1.03 -0.34 -0.92 -0.013
H -0.289 0.885 -3.689 -0.38 -0.10 -0.24 0.051
H 0.631 2.164 -4.394 0.00 0.35 -0.19 0.084
H 0.655 0.631 -5.169 -0.11 -0.08 -0.21 0.086
H -1.531 2.035 -7.592 -0.35 0.00 0.23 0.087
H 0.083 2.389 -7.122 0.20 -0.07 0.15 0.075
H -1.131 3.561 -6.805 -0.37 -0.08 0.54 0.090
```
Positions in Å, forces in eV/Å.